--- A ---
Density functional theory data (ωB97M-V with the def2-TZVPD basis set) for H2N2S2 in the gas phase.

```
6
H2N2S2 ωB97M-V with the def2-TZVPD basis set
N -1.12 -0.49 0.00
N 1.46 0.63 0.12
S -2.61 0.22 0.05
S 0.49 -0.57 0.11
H -1.30 -1.40 0.20
H 1.07 1.52 -0.08
```

- LUMO energy (alpha / beta) (eV) = -1.25 / -0.81
- gap between HOMO and LUMO (alpha / beta) (eV) = 6.887 / 7.743
- HOMO level (alpha / beta) (eV) = -8.133 / -8.557
- multiplicity = 1

---

--- B ---
Density functional theory data (ωB97M-V with the def2-TZVPD basis set) for H2N2S2 in the gas phase.

```
6
H2N2S2 ωB97M-V with the def2-TZVPD basis set
N 0.83 -0.32 -0.74
N -0.82 0.18 0.87
S 0.44 1.17 0.04
S -0.64 -1.15 -0.27
H 0.74 0.08 -1.69
H -0.56 0.04 1.79
```

- LUMO energy (eV) = -0.64
- gap between HOMO and LUMO (eV) = 7.223
- HOMO level (eV) = -7.865
- multiplicity = 1

---

Least stable structure: A

---

--- A ---
Density functional theory data (ωB97M-V with the def2-TZVPD basis set) for C2H7N3OS in the gas phase.

```
14
C2H7N3OS ωB97M-V with the def2-TZVPD basis set
C -0.19 -0.23 1.50
N 0.80 0.32 0.55
S 1.93 1.41 1.18
C 0.71 0.13 -0.80
O 1.53 0.57 -1.63
N -0.38 -0.66 -1.22
N -1.67 -0.11 -1.03
H -0.83 -0.95 1.03
H 0.31 -0.70 2.33
H -0.79 0.61 1.90
H 2.96 0.52 1.38
H -0.25 -0.94 -2.19
H -1.79 0.78 -1.61
H -2.35 -0.73 -1.38
```

- LUMO energy (eV) = 0.80
- gap between HOMO and LUMO (eV) = 10.114
- HOMO level (eV) = -9.314
- multiplicity = 1

---

--- B ---
Density functional theory data (ωB97M-V with the def2-TZVPD basis set) for 2 unconnected molecules or ions with the total composition C2H7N3OS.

```
14
C2H7N3OS ωB97M-V with the def2-TZVPD basis set
C -0.89 2.35 0.42
C 0.58 0.35 -0.16
H -0.86 3.47 -0.10
H -0.67 2.23 1.70
H -2.33 1.94 -0.15
H 0.82 1.97 -1.12
H 0.62 -1.53 0.45
H -2.35 -0.91 0.91
H 3.33 -1.04 0.47
N 0.06 1.67 -0.49
N -0.16 -0.86 0.21
N 1.89 0.30 0.02
O 2.28 -1.14 0.05
S -1.72 -1.31 -0.14
```

- LUMO energy (eV) = 0.61
- gap between HOMO and LUMO (eV) = 9.268
- HOMO level (eV) = -8.658
- multiplicity = 1

---

--- C ---
Density functional theory data (ωB97M-V with the def2-TZVPD basis set) for C2H7N3OS in the gas phase.

```
14
C2H7N3OS ωB97M-V with the def2-TZVPD basis set
C -0.43 -1.71 -0.31
N -0.55 -0.30 -0.67
C -0.02 0.57 -0.01
N -0.19 1.93 -0.45
O -0.86 2.12 -1.78
N 0.70 0.60 1.25
S 1.72 -0.63 1.77
H -0.97 -2.20 -1.28
H -1.13 -2.02 0.58
H 0.70 -1.94 -0.38
H 0.66 2.44 -0.84
H -0.92 1.28 -2.09
H 0.27 1.37 2.02
H 1.02 -1.51 2.20
```

- LUMO energy (eV) = 0.54
- gap between HOMO and LUMO (eV) = 9.878
- HOMO level (eV) = -9.338
- multiplicity = 1

---

--- D ---
Density functional theory data (ωB97M-V with the def2-TZVPD basis set) for a molecular structure, C2H7N3OS.

```
14
C2H7N3OS ωB97M-V with the def2-TZVPD basis set
C -1.14 -1.82 1.33
C -0.56 0.22 -0.31
H -0.21 -2.23 0.65
H -1.00 -1.71 2.55
H -2.17 -2.67 1.39
H -2.51 -0.64 0.28
H -1.39 1.93 0.14
H 0.70 2.11 -0.50
H 3.24 0.11 0.79
N -1.53 -0.51 0.52
N -1.23 1.44 -0.82
N 0.69 0.22 -0.76
O -0.13 2.43 -1.05
S 1.82 -0.92 0.28
```

- LUMO energy (eV) = -0.57
- gap between HOMO and LUMO (eV) = 8.553
- HOMO level (eV) = -9.122
- multiplicity = 1

---

Least stable structure: D

---

--- A ---
Density functional theory data (ωB97M-V with the def2-TZVPD basis set) for a gas-phase ion, C3H10N3Si (charge +1).

```
17
C3H10N3Si ωB97M-V with the def2-TZVPD basis set
C 0.76 -2.08 -0.75
N -0.09 -1.22 0.08
Si -0.09 0.52 0.24
C 0.40 1.30 -1.41
C -0.15 1.54 1.82
N -1.75 -0.31 0.46
N -2.74 -0.79 0.32
H 0.14 -2.80 -1.28
H 1.31 -1.48 -1.47
H 1.48 -2.63 -0.14
H -0.25 -1.75 0.94
H -0.37 1.96 -1.80
H 1.29 1.90 -1.27
H 0.61 0.55 -2.17
H -0.14 0.93 2.72
H 0.66 2.26 1.90
H -1.08 2.11 1.84
```

- LUMO energy (eV) = -4.65
- gap between HOMO and LUMO (eV) = 9.358
- HOMO level (eV) = -14.005
- multiplicity = 1
- charge = +1

---

--- B ---
Density functional theory data (ωB97M-V with the def2-TZVPD basis set) for 2 unconnected molecules or ions with the total composition C3H10N3Si.

```
17
C3H10N3Si ωB97M-V with the def2-TZVPD basis set
C 1.01 -0.61 -1.62
C 0.29 2.05 0.41
C -0.13 -0.91 1.48
N -1.54 0.04 -0.69
N -2.64 -0.06 -0.21
N -3.69 -0.18 0.14
Si 0.11 0.20 -0.14
H 1.66 0.16 -2.04
H 1.75 -1.30 -1.16
H 0.58 -1.18 -2.44
H 0.68 2.64 -0.53
H -0.73 2.31 0.35
H 0.74 2.32 1.40
H 0.71 -1.07 2.14
H -1.02 -0.56 2.03
H -0.57 -1.73 0.99
H -4.90 -0.89 2.28
```

- LUMO energy (alpha / beta) (eV) = -3.73 / -9.20
- gap between HOMO and LUMO (alpha / beta) (eV) = 11.727 / 4.907
- HOMO level (alpha / beta) (eV) = -15.460 / -14.108
- multiplicity = 1
- charge = +1

---

Least stable structure: B

---

--- A ---
Density functional theory data (ωB97M-V with the def2-TZVPD basis set) for C3H3FOS in the gas phase.

```
9
C3H3FOS ωB97M-V with the def2-TZVPD basis set
F -2.59 -0.41 -0.08
C -1.27 -0.34 -0.26
C -0.59 0.75 0.01
O 0.72 0.80 -0.39
C 1.52 -0.13 0.15
S 3.09 -0.24 -0.14
H -0.89 -1.28 -0.67
H -0.95 1.60 0.55
H 0.96 -0.75 0.83
```

- LUMO energy (eV) = 0.19
- gap between HOMO and LUMO (eV) = 9.373
- HOMO level (eV) = -9.180
- multiplicity = 1

---

--- B ---
Density functional theory data (ωB97M-V with the def2-TZVPD basis set) for C3H3FOS in the gas phase.

```
9
C3H3FOS ωB97M-V with the def2-TZVPD basis set
O -0.36 -1.43 -2.96
C 0.32 -1.13 -1.82
S -0.29 0.44 -1.09
C 0.11 0.09 0.72
C -0.37 1.14 1.55
F -0.01 1.44 2.85
H 1.31 -1.61 -1.28
H 0.33 -0.86 0.88
H -1.04 1.91 1.15
```

- LUMO energy (eV) = -0.35
- gap between HOMO and LUMO (eV) = 8.797
- HOMO level (eV) = -9.151
- multiplicity = 1

---

Least stable structure: B

---

--- A ---
Density functional theory data (ωB97M-V with the def2-TZVPD basis set) for C4H3FO3 in the gas phase.

```
11
C4H3FO3 ωB97M-V with the def2-TZVPD basis set
O 2.97 -0.69 0.00
C 1.85 -0.31 0.00
O 1.45 0.99 0.00
C 0.04 1.08 -0.01
C -0.39 -0.36 0.00
C -1.61 -0.88 0.00
F -2.65 -0.04 0.00
O 0.76 -1.13 0.00
H -0.29 1.65 0.91
H -0.28 1.63 -0.90
H -1.85 -1.93 0.00
```

- LUMO energy (eV) = 0.65
- gap between HOMO and LUMO (eV) = 10.483
- HOMO level (eV) = -9.834
- multiplicity = 1

---

--- B ---
Density functional theory data (ωB97M-V with the def2-TZVPD basis set) for C4H3FO3 in the gas phase.

```
11
C4H3FO3 ωB97M-V with the def2-TZVPD basis set
O -0.04 -1.93 2.13
C 0.55 -1.31 1.35
C 1.36 -0.54 0.64
C 0.85 0.67 -0.24
F 1.41 0.47 -1.48
O -0.66 0.87 -0.39
C -2.00 0.37 -0.70
O -2.93 0.62 -0.03
H 2.36 -0.70 0.31
H 1.19 1.63 0.09
H -2.11 -0.17 -1.68
```

- LUMO energy (eV) = 0.22
- gap between HOMO and LUMO (eV) = 10.164
- HOMO level (eV) = -9.948
- multiplicity = 1

---

Least stable structure: B

---

--- A ---
Density functional theory data (ωB97M-V with the def2-TZVPD basis set) for 2 unconnected molecules or ions with the total composition C30H34N2O2.

```
68
C30H34N2O2 ωB97M-V with the def2-TZVPD basis set
C -3.01 0.22 3.14
C -1.51 0.19 3.14
C -0.84 -1.04 3.16
C 0.53 -1.11 3.19
C 1.36 0.09 3.08
O 2.59 0.04 2.84
C 0.62 1.35 3.18
C -0.75 1.37 3.15
H -3.38 1.25 3.13
H -3.41 -0.30 2.25
H -3.42 -0.29 4.02
H -1.42 -1.96 3.15
H 1.06 -2.06 3.21
H 1.20 2.27 3.18
H -1.28 2.33 3.14
C 10.34 -3.22 -0.15
N 9.05 -3.27 0.50
C 8.74 -4.23 1.41
O 9.48 -5.15 1.76
C 7.32 -3.95 1.90
C 7.28 -3.61 3.39
C 7.78 -4.73 4.27
C 8.89 -4.54 5.10
C 9.40 -5.60 5.85
C 8.77 -6.85 5.82
C 7.63 -7.04 5.02
C 7.13 -5.98 4.25
N 6.89 -2.85 1.04
C 5.64 -2.34 1.09
C 5.21 -1.28 0.29
C 3.94 -0.72 0.29
C 3.55 0.34 -0.60
C 2.23 0.86 -0.57
C 1.84 1.90 -1.39
C 2.74 2.47 -2.31
C 2.31 3.60 -3.19
C 4.03 1.95 -2.38
C 4.44 0.91 -1.56
C 7.96 -2.38 0.12
C 8.37 -0.93 0.40
C 7.61 -2.60 -1.36
H 11.01 -3.97 0.28
H 10.24 -3.42 -1.23
H 10.79 -2.23 -0.03
H 6.71 -4.85 1.70
H 7.89 -2.71 3.56
H 6.24 -3.36 3.65
H 9.38 -3.56 5.11
H 10.29 -5.45 6.47
H 9.17 -7.68 6.40
H 7.14 -8.01 4.98
H 6.25 -6.11 3.62
H 4.94 -2.78 1.81
H 5.93 -0.88 -0.41
H 3.20 -1.10 0.99
H 1.53 0.42 0.14
H 0.82 2.30 -1.33
H 3.14 3.93 -3.83
H 1.48 3.31 -3.84
H 1.98 4.46 -2.60
H 4.73 2.39 -3.09
H 5.46 0.53 -1.66
H 8.74 -0.84 1.43
H 9.18 -0.64 -0.29
H 7.55 -0.23 0.27
H 7.43 -3.67 -1.54
H 6.71 -2.05 -1.66
H 8.44 -2.26 -1.98
```

- LUMO energy (eV) = -1.93
- gap between HOMO and LUMO (eV) = 3.278
- HOMO level (eV) = -5.213
- multiplicity = 1

---

--- B ---
Density functional theory data (ωB97M-V with the def2-TZVPD basis set) for 2 unconnected molecules or ions with the total composition C30H34N2O2.

```
68
C30H34N2O2 ωB97M-V with the def2-TZVPD basis set
C -5.22 0.12 0.81
C -4.25 0.60 -0.26
C -3.48 -0.54 -0.91
C -5.03 1.39 -1.31
O -3.29 1.54 0.31
C -2.45 1.01 1.26
C -1.04 1.05 0.82
N -0.25 1.59 1.69
C 0.97 2.08 1.67
C 1.57 2.28 2.98
C 2.91 2.66 3.20
C 3.41 2.72 4.50
C 2.59 2.46 5.60
C 1.25 2.12 5.39
C 0.75 2.03 4.10
C 1.63 2.28 0.37
C 2.83 1.63 0.04
C 3.28 1.65 -1.28
C 2.61 2.42 -2.24
C 1.46 3.13 -1.90
C 0.96 3.05 -0.61
O -2.80 0.65 2.37
H -5.99 0.88 0.97
H -5.71 -0.80 0.47
H -4.71 -0.08 1.75
H -2.77 -0.11 -1.64
H -2.92 -1.11 -0.15
H -4.15 -1.23 -1.43
H -4.36 1.98 -1.94
H -5.61 0.71 -1.94
H -5.73 2.07 -0.82
H -0.81 0.78 -0.23
H 3.54 2.90 2.35
H 4.46 2.98 4.66
H 2.99 2.50 6.61
H 0.58 1.94 6.23
H -0.29 1.75 3.92
H 3.38 1.11 0.83
H 4.18 1.09 -1.56
H 3.00 2.48 -3.26
H 0.95 3.76 -2.63
H 0.06 3.60 -0.32
C -0.68 -2.32 -3.98
C -0.35 -0.83 -4.14
C 0.20 -0.34 -2.80
N 0.27 -1.53 -1.95
C 0.67 -1.47 -0.68
C 1.42 -2.53 -0.08
C 2.20 -3.42 -0.88
C 2.54 -4.67 -0.39
C 2.38 -4.93 0.98
C 1.89 -3.93 1.85
C 1.43 -2.72 1.33
C -0.03 -2.77 -2.66
H -1.76 -2.50 -3.92
H -0.29 -2.91 -4.81
H 0.43 -0.72 -4.89
H -1.21 -0.23 -4.46
H 1.20 0.10 -2.92
H -0.43 0.45 -2.35
H 0.37 -0.63 -0.07
H 2.49 -3.11 -1.89
H 2.93 -5.43 -1.07
H 2.67 -5.91 1.37
H 1.89 -4.10 2.93
H 1.03 -1.93 1.98
H -0.65 -3.45 -2.06
H 0.91 -3.31 -2.89
```

- LUMO energy (eV) = -2.01
- gap between HOMO and LUMO (eV) = 3.211
- HOMO level (eV) = -5.216
- multiplicity = 1

---

Least stable structure: B